Entry from OMol25: 9 unconnected molecules or ions with the total composition C15H48N4O15 (ωB97M-V/def2-TZVPD).

**Frontier orbital gap**: 0.376 hartree
**SMILES string**: NC(N)=O.NC(N)=O.OCCO.OCCO.OCCO.OCCO.OCCO.OCCO.CO
**E**: -1947.8903 a.u.

The geometry in XYZ format:
```
82
Properties=species:S:1:pos:R:3:forces:R:3:mulliken_charge:R:1
O -2.590067 -3.044843 1.917313 -0.7 0.0 0.4 -0.62
O -1.205551 -0.367847 -0.012042 0.9 -1.3 0.3 0.54
O 0.301992 3.928794 -2.264446 -0.3 0.1 -0.9 -0.58
O 1.007019 2.582779 -4.720110 0.0 -0.8 0.5 -0.57
O 1.333624 -1.216547 -0.586237 1.5 -0.2 0.8 0.06
O 4.849207 3.282629 -1.841589 -0.6 0.0 -0.1 -0.52
O -3.423242 -5.431046 -0.499540 -0.4 -1.3 -0.6 -0.58
O 3.922729 -0.283258 -1.513232 2.2 0.2 -1.8 -0.53
O 1.623032 4.479219 1.563518 -0.5 -0.1 0.4 -0.71
O -0.516082 -3.241800 -0.164956 0.5 0.4 1.0 -0.43
O -4.782244 -1.521311 3.398667 -0.7 -0.9 0.8 -0.58
O 1.032926 -0.424972 2.180492 -0.9 -0.2 -0.5 -0.39
O 3.743199 -0.488724 1.710032 -0.3 0.5 0.5 -0.46
O -6.354604 -5.352193 -0.896859 1.3 -0.7 -1.4 -0.53
O -0.620351 2.282997 0.753088 0.1 -0.2 0.5 -0.41
N 2.013454 2.998820 -0.087016 -0.4 -0.2 0.3 0.42
N -1.590103 2.062975 2.786272 -0.4 -1.3 1.6 -0.26
N 3.562971 4.644026 0.476237 0.7 0.8 0.6 -0.33
N -1.456803 4.160458 1.673818 0.4 0.2 0.5 -0.50
C -3.606939 -1.006485 2.882468 1.4 -0.1 -1.4 -0.07
C -0.529316 3.005984 -2.923156 -0.2 -0.8 -0.5 -0.13
C -2.417279 -2.005169 2.876992 -0.7 0.4 0.1 0.21
C 0.229063 1.938770 -3.718249 -0.9 -0.1 0.3 -0.26
C -5.333774 -5.324602 -1.966751 -0.2 2.8 2.3 -0.76
C -2.363130 -0.322226 -0.779293 -0.2 0.8 -1.9 -0.61
C 0.884516 -3.587479 -0.029454 -0.7 1.5 -1.2 -0.68
C -1.154041 2.805391 1.749178 -0.5 1.0 -0.9 0.28
C -4.049323 -4.621382 -1.453219 -1.1 -0.7 -0.9 0.01
C 2.362834 4.053273 0.682099 -0.2 0.9 0.8 0.64
C 4.925652 1.888797 -1.509838 0.7 0.3 -0.4 -0.57
C 3.196560 0.142076 2.921419 0.1 0.0 -0.9 -0.65
C 1.715298 -2.565416 -0.784227 0.6 -0.4 -0.7 -0.54
C 3.957463 0.970813 -2.214455 -1.2 -1.3 -0.5 0.42
C 1.802956 0.674663 2.582088 0.3 0.7 0.4 0.41
H 1.667051 -2.776988 -1.862685 0.1 0.0 0.2 0.41
H -0.561704 1.338116 -4.163491 0.0 0.0 -0.7 0.41
H 2.749417 -2.715558 -0.431625 -0.2 0.4 -0.4 0.30
H -1.725058 4.761202 2.448601 -0.1 -1.0 0.3 0.25
H 2.916563 1.323723 -2.154235 0.3 0.6 -0.4 -0.43
H -0.807100 0.486532 0.141315 -0.1 1.0 0.4 -0.08
H 1.196831 2.480119 0.284087 0.7 0.3 -0.6 -0.63
H 4.664832 1.789033 -0.458275 0.5 0.2 0.2 0.29
H 4.122101 4.538824 -0.341265 0.2 -0.5 -0.6 0.16
H -1.434718 1.047278 2.806557 0.3 0.8 -0.7 0.01
H 4.685980 3.402797 -2.784227 0.1 -0.1 0.1 0.30
H -4.278078 -3.680453 -0.993605 -0.5 0.7 0.1 0.24
H -4.921154 -2.418749 3.058564 0.1 0.3 0.0 0.35
H 1.313619 1.242332 3.454091 0.7 -1.2 -1.0 0.30
H -2.973431 -4.834559 0.058986 1.0 0.7 1.3 0.28
H -2.437791 -1.270331 -1.325131 -0.1 0.1 0.2 0.25
H 0.357423 3.588886 -1.391190 0.6 -0.1 1.5 0.22
H -3.805023 -0.724509 1.847137 0.3 0.4 -0.2 0.03
H 3.806498 1.002148 3.203997 0.4 -0.3 0.2 0.31
H -2.325687 0.498551 -1.563277 -0.1 -0.8 0.9 0.06
H 1.328400 -0.701264 1.283460 -0.1 0.2 0.5 0.20
H 3.205166 -0.297795 -0.920707 -1.5 0.1 1.2 0.17
H 1.881682 1.454375 1.781514 0.1 -0.8 0.6 -0.36
H -1.288543 2.520125 -2.255282 0.6 0.5 -0.4 0.15
H -0.592026 -2.359789 0.258062 -0.1 -0.2 -0.5 0.20
H -5.743034 -4.771281 -2.785784 -0.5 0.8 -0.2 0.39
H -1.446307 -1.567922 2.714296 0.3 0.8 -0.1 -0.25
H 0.765054 1.178309 -3.132778 0.5 0.5 0.2 -0.04
H -2.008407 2.343970 3.681287 0.4 0.7 -1.1 0.22
H 2.741589 2.611373 -0.648681 -0.1 -0.5 -0.2 0.24
H 5.966374 1.588748 -1.707216 -0.4 -0.3 0.4 0.32
H 1.257380 -3.579907 0.985029 -0.4 -0.6 0.5 0.29
H -3.228675 -0.181971 -0.159683 -0.6 0.1 0.2 0.16
H -1.014724 3.545216 -3.722546 -0.6 0.3 0.0 0.33
H 3.779166 5.451520 1.062166 -0.4 -0.6 -0.4 0.23
H -3.338633 -0.106608 3.449474 -0.1 -0.2 0.0 0.19
H -6.079614 -6.066091 -0.307229 0.0 0.2 0.0 0.31
H -2.416705 -2.367043 3.895801 0.1 -0.8 0.3 0.38
H 3.160816 -0.646484 3.674896 -0.1 0.4 0.3 0.42
H -1.820515 -3.102722 1.343329 0.0 -0.1 0.1 0.36
H 4.192065 -1.311544 1.944993 -0.2 0.4 0.1 0.25
H 1.702853 2.986874 -4.197721 0.3 0.4 -0.2 0.33
H 4.170254 0.751322 -3.300956 0.0 0.4 1.1 0.35
H 0.994787 -4.480867 -0.612601 0.2 -0.9 0.5 0.44
H -0.770388 4.697286 1.153992 0.1 -0.6 -0.3 0.27
H 0.409596 -1.131681 -0.768712 -1.3 0.3 -0.3 0.08
H -3.396981 -4.416246 -2.299281 0.2 -0.1 -0.3 0.27
H -5.092887 -6.215482 -2.432474 0.4 -2.5 -0.2 0.35
```
Positions in Å, forces in eV/Å.



Entry from OMol25: a molecular structure, C40H54Cl3N3O2Pd (ωB97M-V/def2-TZVPD).

**Frontier orbital gap (alpha / beta)**: 0.196 / 0.194 hartree
**Net charge**: -2
**2S+1**: 3
**E**: -3379.8832 a.u.

The geometry in XYZ format:
```
103
Properties=species:S:1:pos:R:3:forces:R:3:lowdin_spin:R:1
Pd 0.009417 -0.659501 -0.262996 0.1 -0.6 -1.0 0.85
Cl -1.673557 -2.845860 3.619015 0.0 0.0 0.0 0.00
Cl -0.378091 -5.131900 2.394395 0.0 0.1 0.0 0.00
Cl 0.832589 -3.862677 4.682733 0.0 0.1 -0.1 0.00
O 0.355069 -2.694030 1.036089 0.0 -0.1 0.0 0.04
O 1.241171 -1.630629 2.811368 -0.2 -0.1 0.3 0.00
N 0.303235 1.501105 -1.104106 0.1 0.2 0.0 0.29
N 2.052626 -0.639418 -0.940263 0.2 -0.1 0.3 0.28
N -2.230909 -1.003054 -0.212054 0.0 0.6 0.4 0.03
C 1.516531 1.555186 -1.639104 0.3 -0.2 -0.1 0.15
C -2.190500 1.823231 -2.369570 0.0 -0.1 0.1 0.00
C -2.340401 -2.031534 -2.371552 0.1 0.0 0.0 0.00
C 4.113863 -0.008227 1.009081 -0.1 0.0 0.0 0.00
C -3.705225 1.890949 -2.515266 0.0 0.0 0.0 0.00
C 4.017453 -0.304134 2.506798 0.1 0.0 0.0 0.00
C -1.913928 0.919699 2.858572 0.0 0.0 0.1 0.00
C -5.698760 1.091629 2.771740 0.0 0.0 0.0 0.00
C 4.095203 -1.296724 0.204757 0.2 -0.1 0.2 0.02
C -2.691545 -0.341281 0.878747 0.1 -0.1 -0.2 0.00
C 1.201346 -4.629392 -1.861664 0.0 0.0 -0.1 0.00
C 0.605618 -2.513380 2.242104 0.2 0.2 -0.6 0.01
C -3.234689 1.234327 3.216035 0.0 -0.1 0.0 0.00
C 3.938148 -3.808450 -0.988903 -0.1 0.0 0.0 0.00
C 2.124110 -3.037729 -3.592977 0.0 0.0 0.0 0.00
C 2.674937 4.287110 0.145650 0.0 0.0 0.0 0.00
C 2.928818 -2.883747 -1.227560 0.2 -0.2 -0.1 0.01
C -1.670084 0.178361 1.730487 -0.1 0.2 0.4 0.00
C 5.330853 0.856271 0.685222 0.0 0.0 0.0 0.00
C -0.764920 1.286285 3.762647 0.0 0.0 0.0 0.00
C -4.446821 -1.961753 -1.086743 0.0 0.0 0.0 0.00
C -0.101654 -3.556237 3.187251 -0.1 -0.3 0.2 0.00
C 3.043357 -1.601436 -0.667635 -0.4 0.2 -0.2 0.02
C -2.267123 4.129213 -1.324646 0.0 0.0 0.0 0.00
C 0.210399 3.736236 -0.113513 0.0 0.3 0.2 0.02
C -0.346937 2.733623 -0.916548 0.0 -0.6 -0.1 0.02
C -1.526407 1.840812 -3.748974 0.0 0.0 0.0 0.00
C 1.475094 3.516065 0.700093 0.0 -0.1 0.0 0.00
C 2.402219 0.466986 -1.574428 -0.2 0.2 -0.2 0.14
C -1.611289 2.919753 -1.504056 -0.2 0.2 -0.1 0.02
C -1.698473 5.154157 -0.576029 0.0 -0.1 0.0 0.02
C -2.918641 -2.050013 -0.951170 0.2 0.0 0.0 0.01
C -0.472729 4.945959 0.025874 0.1 -0.1 0.0 0.00
C 5.087272 -2.252011 0.417424 -0.1 0.0 0.0 0.00
C 5.026215 -3.497696 -0.184382 0.0 0.1 0.0 0.01
C 1.754552 -3.232039 -2.121831 -0.1 0.2 0.1 0.00
C -4.016787 -0.025021 1.298549 0.1 -0.1 0.0 0.00
C -4.267627 0.752380 2.428227 0.0 0.0 -0.1 0.00
C -2.577070 -3.402636 -0.306449 0.0 -0.1 0.0 0.00
C 1.271052 3.886808 2.172600 0.0 0.0 0.0 0.00
H -1.494968 -3.508610 -0.212168 0.0 0.0 0.0 0.00
H -1.932294 1.045694 -4.379558 0.0 0.0 0.0 0.00
H 5.317513 1.774818 1.277905 0.0 0.0 0.0 0.00
H -4.051683 1.021124 -3.075332 0.0 -0.1 0.0 0.00
H -0.531607 0.452917 4.430541 0.0 0.0 0.0 0.00
H -2.616376 -2.937074 -2.920888 0.0 0.0 0.0 0.00
H 3.555770 4.132306 0.774452 0.0 0.0 0.0 0.00
H -2.226982 6.089992 -0.436299 0.0 0.0 0.0 0.00
H -3.442178 1.826300 4.101592 0.0 0.0 0.0 0.00
H -0.044285 5.720111 0.653108 0.0 0.0 0.0 0.00
H 2.458464 5.359720 0.126535 0.0 0.0 0.0 0.00
H 2.073149 3.461180 2.779335 0.0 0.0 0.0 0.00
H 3.864368 -4.794023 -1.433244 0.0 0.0 0.0 0.00
H -4.204464 1.885855 -1.544259 0.0 0.0 0.0 0.00
H 1.289902 4.970944 2.316044 0.0 0.0 0.0 0.00
H 0.914273 -4.736617 -0.816694 0.0 0.0 0.1 0.00
H 3.389493 0.558487 -2.031434 0.0 0.0 0.0 0.01
H 5.804206 -4.231223 -0.008234 0.0 0.0 0.0 0.00
H 3.113447 -0.871170 2.730518 0.1 0.1 0.0 0.00
H 5.352259 1.133204 -0.370744 0.0 0.0 0.0 0.00
H -2.707622 -1.162875 -2.924335 0.0 0.0 0.0 0.00
H -4.027075 2.778900 -3.069445 0.0 0.0 0.0 0.00
H -1.946212 0.870910 -1.884554 0.0 0.0 0.0 0.00
H 4.885620 -0.871845 2.855362 0.1 0.0 0.0 0.00
H -5.760487 1.624538 3.722281 0.0 0.0 0.0 0.00
H -4.868743 -0.342020 0.721872 -0.1 0.0 -0.1 0.00
H 3.979831 0.632073 3.071828 0.0 0.0 0.0 0.00
H 1.923361 -5.411123 -2.117365 0.0 0.0 0.0 0.00
H -6.151463 1.725884 2.004134 0.0 0.0 0.0 0.00
H -1.707340 2.798532 -4.248657 0.0 0.0 0.0 0.00
H -1.249524 -1.957261 -2.325397 -0.1 0.0 0.0 0.00
H -4.782418 -2.707189 -1.816656 0.0 0.0 0.0 0.00
H 2.424242 -2.005771 -3.783806 0.0 0.0 0.0 0.00
H -6.313764 0.190880 2.849110 0.0 0.0 0.0 0.00
H -4.948851 -2.178624 -0.145677 0.0 0.0 0.1 0.00
H 2.925764 3.978026 -0.868041 0.0 0.0 0.0 0.00
H 6.261656 0.327740 0.910247 0.0 0.0 0.0 0.00
H 0.143481 1.480510 3.190607 0.0 -0.1 0.0 0.00
H -0.449560 1.689244 -3.669767 0.0 0.0 0.0 0.00
H 0.310269 -4.792632 -2.473245 0.0 0.0 0.0 0.00
H 2.955493 -3.691506 -3.875746 0.0 0.0 0.0 0.00
H 5.903594 -2.020448 1.093254 0.0 0.0 0.0 0.00
H -4.761894 -0.978760 -1.435648 0.0 0.1 0.0 0.00
H 1.707261 2.449463 0.658198 0.0 0.0 0.0 0.00
H 3.219178 0.553645 0.740203 0.0 0.0 0.0 0.00
H 0.321533 3.514008 2.556249 0.0 0.0 -0.1 0.00
H -3.244452 4.273733 -1.766700 0.0 0.0 0.0 0.00
H -0.628202 -0.090099 1.509672 -0.3 0.2 0.4 0.00
H 0.961812 -2.512484 -1.885324 0.1 -0.1 0.0 0.00
H -0.996195 2.164250 4.371932 0.0 0.0 0.0 0.00
H 1.272299 -3.267490 -4.238490 0.0 0.0 0.0 0.00
H 1.861919 2.468565 -2.127002 0.0 0.0 0.0 0.01
H -2.981690 -4.238850 -0.889720 0.0 0.0 0.0 0.00
H -2.986801 -3.451456 0.706411 0.0 0.0 0.0 0.00
```
Positions in Å, forces in eV/Å.



Entry from OMol25: a gas-phase ion, H4OPS (charge +1) (ωB97M-V/def2-TZVPD).

**Relative energy (zero: lowest compared OMol25 entry of this formula, charge and spin)**: 68.92 kJ/mol
**Frontier orbital gap**: 0.382 hartree
**Net charge**: +1
**E**: -816.8298 a.u.

The geometry in XYZ format:
```
7
Properties=species:S:1:pos:R:3:forces:R:3:nbo_charge:R:1
S 0.633245 -0.597546 0.976119 1.7 -0.2 0.9 0.02
P -0.190383 0.586056 -0.638887 -4.0 2.8 -0.7 1.34
O -1.371291 1.305253 -0.053567 2.0 -1.3 -0.4 -0.96
H -0.327311 -0.702236 1.944576 -0.1 -0.3 -0.8 0.29
H 1.013774 -1.845313 0.566960 -0.7 0.2 0.3 0.26
H 0.797425 1.505978 -1.074315 0.5 -0.8 0.3 0.03
H -0.555458 -0.252193 -1.720886 0.7 -0.3 0.4 0.02
```
Positions in Å, forces in eV/Å.



Entry from OMol25: a molecular structure, C18H9Cl5N3OSSc (ωB97M-V/def2-TZVPD).

**Relative energy (zero: lowest compared OMol25 entry of this formula, charge and spin)**: 51.52 kJ/mol
**Frontier orbital gap**: 0.208 hartree
**Net charge**: +2
**E**: -4390.2096 a.u.

The geometry in XYZ format:
```
38
Properties=species:S:1:pos:R:3:forces:R:3:nbo_charge:R:1
Sc 15.153516 7.198944 4.342178 0.6 -2.8 2.1 1.97
Cl 18.454443 6.512869 10.109971 0.4 0.1 0.0 0.14
Cl 20.878239 6.087127 8.066811 -0.7 0.0 -0.3 0.12
Cl 15.534603 6.674908 9.007102 0.3 -0.1 -0.1 0.09
Cl 20.168410 5.860952 4.940389 0.4 -0.1 0.2 0.11
Cl 17.284117 5.716008 3.889729 -0.4 0.4 1.3 0.07
S 12.371512 5.383822 4.663034 1.1 1.3 -0.3 0.58
O 15.345588 6.360130 6.157697 -0.8 1.0 -2.2 -0.78
N 13.055903 6.988848 4.351713 0.9 0.6 0.1 -0.84
N 11.153762 8.280609 4.930061 1.3 1.2 1.8 -0.53
N 14.688264 9.203620 4.448119 -1.7 2.2 1.0 -0.63
C 18.933571 5.963051 6.113734 0.9 -0.1 1.4 -0.08
C 16.588331 6.200153 6.603760 0.5 -0.3 -0.2 0.25
C 8.511337 5.111229 4.720136 -2.5 0.8 0.5 -0.17
C 10.286514 7.151052 5.001452 -0.5 0.2 -0.3 0.10
C 17.625086 5.921520 5.675428 -0.2 0.6 0.9 -0.10
C 15.435589 10.324858 4.375283 -1.1 0.1 -0.6 0.10
C 13.518072 11.728131 3.905256 -0.2 -0.5 0.2 -0.08
C 12.491607 8.148551 4.643578 -2.3 -1.0 0.4 0.48
C 8.049623 6.351977 5.205391 -0.3 -1.0 0.0 -0.16
C 19.235116 6.104714 7.532916 0.0 0.3 -1.6 -0.08
C 8.946391 7.385049 5.361760 0.2 0.4 -0.3 -0.20
C 9.796698 4.876687 4.406892 1.5 0.5 0.3 -0.19
C 14.877103 11.571995 4.074809 1.5 0.9 0.1 -0.21
C 18.195758 6.357622 8.440090 -0.1 -0.9 -0.3 -0.06
C 13.297073 9.382408 4.540000 0.9 1.2 -1.7 0.14
C 10.740156 5.899878 4.581131 -2.0 -0.4 0.4 -0.26
C 16.879823 6.337608 7.982405 -0.5 0.5 -1.2 -0.10
C 12.704367 10.618154 4.219806 -0.3 -0.4 0.4 -0.17
H 16.498956 10.241289 4.474155 0.4 -0.2 0.0 0.24
H 6.980084 6.431679 5.453676 0.7 0.2 -0.1 0.25
H 11.595121 10.708805 4.208053 1.1 -0.1 -0.1 0.26
H 10.087229 3.878539 4.153360 0.3 -0.3 -0.3 0.24
H 10.813013 9.118882 5.515015 1.0 -1.7 -1.5 0.45
H 7.781482 4.323126 4.609156 0.0 -0.1 0.0 0.24
H 15.595774 12.434608 3.957067 -1.0 -1.1 0.1 0.28
H 8.587500 8.368161 5.734714 0.5 -0.7 -0.4 0.24
H 13.110468 12.676261 3.532020 0.0 -0.5 0.4 0.28
```
Positions in Å, forces in eV/Å.